# C27H39FeN3O4S

A structure of composition C27H39FeN3O4S (the ωB97M-V functional and the def2-TZVPD basis, the Open Molecules 2025 dataset).

Positions of all 75 atoms, in Å:
H 0.011 -4.554 1.541
H 1.932 -1.718 2.585
C 0.434 1.862 1.691
H -3.319 2.313 2.829
H -0.542 -3.638 -1.136
H 1.256 5.181 -0.114
H 3.534 -2.288 2.203
C -0.336 -2.843 2.785
C 0.210 1.950 0.283
C 2.905 -0.603 1.028
C 0.657 -0.378 -2.775
H -0.199 0.858 3.493
O -0.286 1.002 -0.421
H 1.117 -3.273 -1.590
H -1.955 -2.268 -2.786
H 0.385 3.266 -1.401
H -2.098 3.213 -0.513
H 2.185 -3.993 1.346
H 0.622 -2.906 3.301
C 0.532 3.196 -0.330
C -4.309 -0.614 -0.545
C -2.935 -2.027 -2.381
H -3.597 5.057 -0.307
C -0.886 -1.424 2.789
C 2.542 1.052 -3.404
H 2.755 0.239 1.708
H -4.972 -0.302 -1.352
C 0.493 -3.689 -0.805
H 2.668 -3.043 -0.051
O 0.028 -1.163 -1.964
C 1.017 4.255 0.396
H -0.929 -1.051 3.819
H 3.599 0.352 -1.154
S -2.641 -0.729 -1.182
H 3.950 -0.580 0.700
C 0.799 0.659 -4.979
C 1.205 4.164 1.786
H -3.523 2.391 -1.169
C -3.132 2.925 -0.303
H -5.011 4.011 -0.205
O -3.159 2.042 0.813
C -3.018 2.883 1.951
H 2.524 1.906 -5.369
H -4.606 -1.587 -0.154
H 1.012 2.887 3.484
H -0.789 -0.628 -4.339
H -4.880 3.998 2.107
H -1.909 -1.459 2.407
H -1.966 3.176 2.057
H -3.387 -2.885 -1.886
C 0.148 -0.149 -4.078
O -1.900 -1.422 -0.049
H 0.365 0.816 -5.960
C 2.061 -3.018 0.856
H 0.767 -4.736 -0.616
C -3.890 4.109 1.664
C 2.607 -1.914 1.760
H -4.287 0.143 0.236
C 0.898 2.978 2.408
H -3.584 -1.643 -3.168
Fe 0.106 -0.888 0.004
C 2.546 0.055 -1.185
C -0.272 -3.498 1.415
H -3.443 5.016 2.069
H 1.575 5.008 2.350
N -0.169 -0.473 1.943
N 2.028 -0.433 -0.122
H -1.026 -3.450 3.378
H 3.489 1.506 -3.129
C 0.017 0.697 2.430
N 0.644 -2.890 0.424
C -3.978 4.131 0.122
C 2.013 1.277 -4.654
H -1.266 -3.469 0.970
C 1.888 0.255 -2.453

DFT total energy = -3179.3852 Eh
HOMO energy = -0.2417 hartree
Max |F| = 0.1 eV Å⁻¹
Frontier orbital gap = 7.1 eV